No. 1
Below is the ion C5H15N2O with charge +1 in a non-equilibrium geometry, with properties calculated with ωB97M-V/def2-TZVPD.

The geometry in XYZ format:
```
23
Properties=species:S:1:pos:R:3:forces:R:3
C -2.2614 0.6191 -0.5971 -0.635 -0.623 -0.074
N -1.4066 -0.0127 0.3528 0.968 -0.637 0.062
C -1.9030 -1.2425 0.9425 -0.221 0.047 -1.297
O -0.3203 0.5623 0.7377 -1.636 1.315 1.684
N 1.1421 0.2560 0.0461 -0.504 0.404 -4.763
C 1.8908 -0.4948 0.9841 -0.109 -2.547 0.006
C 1.7809 1.5147 -0.3110 1.633 0.391 2.556
C 0.7564 -0.4786 -1.1788 -0.583 -1.476 1.436
H -1.7376 1.2676 -1.2000 1.523 1.129 -1.676
H -2.8763 -0.0534 -1.2072 0.402 -0.116 0.322
H -2.8680 1.2853 -0.0716 -1.647 0.894 0.977
H -1.3307 -1.5055 1.8043 0.477 -0.488 0.299
H -2.9285 -1.0786 1.2355 -0.354 0.237 0.343
H -1.9782 -1.9670 0.1102 0.406 -0.319 0.793
H 1.2162 -1.2421 1.4577 0.574 0.279 -0.503
H 2.6671 -0.9812 0.3745 0.053 -0.137 0.690
H 2.3084 0.0706 1.7726 0.421 0.984 0.567
H 1.6963 2.0456 -1.2183 -1.275 -0.354 -1.492
H 1.4347 2.1545 0.4804 0.360 0.847 0.421
H 2.8738 1.3544 -0.2302 -0.473 0.151 0.322
H 0.0479 0.0441 -1.8051 0.074 0.564 0.167
H 1.5804 -0.8188 -1.7934 0.352 -0.062 0.276
H 0.2158 -1.2991 -0.6858 0.193 -0.481 -1.115
```
Forces are in eV/Å.

Highest occupied orbital energy (spin up / spin down): -13.0692 / -13.0689 eV
Gap between HOMO and LUMO (spin up / spin down): 9.59 / 9.59 eV
Charge: +1
Total energy: -10444.8325 eV
Energy relative to the best compared isomer or geometry (same formula, charge and spin): 552.7 kJ/mol

***

No. 2
Below is a cluster of 2 separate species, C5H15N2O in total in a non-equilibrium geometry, with properties calculated with ωB97M-V/def2-TZVPD.

The geometry in XYZ format:
```
23
Properties=species:S:1:pos:R:3:forces:R:3
C -1.8396 1.3087 0.9582 1.050 -0.094 -1.268
C -1.1760 0.0008 1.3394 0.716 -0.249 0.421
C -0.7625 -0.9236 0.1315 -0.989 0.939 0.726
C 0.1151 -0.1754 -0.8086 0.073 -1.499 -0.007
C -0.0132 -0.0290 -2.1265 0.262 1.619 -0.180
N 0.8195 0.7379 -2.9501 -0.528 -0.833 0.284
N 1.3177 0.2574 -0.0859 0.813 0.503 0.637
H -2.8995 1.1788 0.8035 -0.388 0.614 0.515
H -1.4534 1.6564 -0.0171 -0.144 -0.293 -0.019
H -1.4281 2.0816 1.6044 -1.179 0.183 0.482
H -0.3328 0.2810 1.9866 0.135 -0.322 -0.619
H -1.7492 -0.5650 2.0766 -0.362 -0.113 -0.370
H -1.6856 -1.1864 -0.3876 0.118 -0.235 -0.034
H -0.2739 -1.8261 0.5016 -0.084 -0.077 -0.071
H -0.9198 -0.4185 -2.5931 0.389 -0.003 0.094
H 0.3885 1.0715 -3.7961 0.090 -0.101 -0.095
H 1.4267 1.4280 -2.5410 -0.070 0.015 0.071
H 1.5297 -0.3632 0.7169 -0.492 -0.369 -0.071
H 2.1940 0.2749 -0.6205 -0.372 0.369 -0.189
H 1.1313 1.1481 0.3942 0.352 0.142 -0.395
H 0.9064 -2.1521 2.7238 -0.046 0.219 -0.101
H 1.8335 -1.0471 3.1879 -0.021 0.045 0.108
O 1.1015 -1.2128 2.5812 0.678 -0.462 0.082
```
Forces are in eV/Å.

Highest occupied orbital energy: -12.6082 eV
Gap between HOMO and LUMO: 9.31 eV
Charge: +1
Total energy: -10449.0683 eV
Energy relative to the best compared isomer or geometry (same formula, charge and spin): 144.0 kJ/mol

***

No. 3
Below is a cluster of 2 separate species, C5H15N2O2 in total in a non-equilibrium geometry, with properties calculated with ωB97M-V/def2-TZVPD.

The geometry in XYZ format:
```
24
Properties=species:S:1:pos:R:3:forces:R:3
C -1.5156 -1.5183 0.4909 2.475 0.187 -0.150
O -2.2565 -0.3352 0.3108 -1.350 1.196 0.376
C -0.2104 -1.4517 -0.3787 -1.234 0.946 -1.132
C -0.3325 -0.5845 -1.6955 1.881 -0.396 1.554
C -0.2294 0.9434 -1.2217 -1.704 -0.437 -2.071
N -0.4642 1.3838 1.5375 0.095 0.119 -0.586
C 0.7462 1.3670 0.9508 0.537 0.622 0.703
N 0.9151 1.1466 -0.3453 -0.682 1.292 -0.290
H -2.0488 -2.3266 0.0740 -0.926 -1.191 0.302
H -1.1021 -1.6373 1.5245 -1.163 -0.216 -0.526
H -3.1972 -0.3489 0.5909 0.949 -0.651 -0.139
H 0.0565 -2.4493 -0.7544 0.108 0.179 0.817
H 0.5633 -0.9436 0.1740 0.521 -0.824 0.347
H 0.5363 -1.0245 -2.2864 -1.129 1.318 0.117
H -1.2779 -0.8316 -2.1434 -0.284 0.374 -0.599
H -0.2247 1.7448 -2.0309 0.314 -1.305 0.711
H -1.2397 1.0547 -0.7522 1.452 0.338 -0.108
H -1.4013 1.1580 1.0300 2.197 0.119 1.106
H -0.4856 1.6973 2.5134 -0.085 -0.433 -0.703
H 1.6840 1.5455 1.6288 -2.294 -0.197 -1.494
H 1.7985 1.3216 -0.8769 -0.989 -0.471 1.568
H 3.2934 -0.6280 0.0692 0.194 0.945 0.854
H 3.4631 0.6866 0.8908 4.970 4.566 1.167
O 2.9295 0.0300 0.6997 -3.853 -6.079 -1.824
```
Forces are in eV/Å.

Highest occupied orbital energy: -14.1210 eV
Gap between HOMO and LUMO: 11.29 eV
Charge: +1
Total energy: -12495.8192 eV
Energy relative to the best compared isomer or geometry (same formula, charge and spin): 275.4 kJ/mol

***

No. 4
Below is a cluster of 2 separate species, C5H15N2S in total in a non-equilibrium geometry, with properties calculated with ωB97M-V/def2-TZVPD.

The geometry in XYZ format:
```
23
Properties=species:S:1:pos:R:3:forces:R:3
N -0.0273 0.6333 -2.3546 0.828 1.652 2.269
C -0.0935 -0.5679 -1.6087 -1.625 -0.889 -0.043
C 1.1979 -0.9998 -0.5950 -1.485 -0.230 1.158
S 1.7212 0.4322 0.4300 -1.312 -1.041 -0.662
C -1.4961 -0.6023 -0.8439 -0.244 -2.345 1.037
N -1.8535 0.0108 0.5086 3.087 3.506 0.408
C -1.5442 1.4867 0.4267 -0.709 -0.929 -0.701
C -1.3614 -0.3941 1.8893 -1.381 -0.612 -1.349
H 0.3271 1.4130 -1.7984 -0.199 -0.142 -0.572
H 0.1259 0.7790 -3.3212 0.510 -0.798 -0.795
H 6.1179 -0.2898 2.5800 -0.247 0.821 0.059
H -0.2176 -1.3915 -2.3947 0.352 0.671 1.516
H 1.0232 -2.0010 0.0558 0.252 2.517 -1.621
H 2.0040 -1.1384 -1.3022 0.517 -0.054 -0.148
H 5.9032 0.4444 2.6364 0.241 -0.820 -0.063
H -1.6592 -1.6914 -0.6535 -0.272 0.682 -0.337
H -2.2958 -0.1917 -1.4878 0.694 -0.418 0.027
H -0.3772 1.5091 0.6960 -0.166 -0.022 0.141
H -2.1978 2.1522 1.1512 1.772 -1.354 -1.333
H -1.4825 1.8759 -0.6567 -0.754 -0.615 1.700
H -1.8214 0.4467 2.4939 1.078 -1.384 -0.043
H -0.2003 -0.5150 2.0027 -1.300 0.783 -0.553
H -1.7926 -1.4002 2.1462 0.362 1.020 -0.096
```
Forces are in eV/Å.

Highest occupied orbital energy: -12.9340 eV
Gap between HOMO and LUMO: 4.46 eV
Charge: +1
Total energy: -19229.9814 eV
Energy relative to the best compared isomer or geometry (same formula, charge and spin): 755.7 kJ/mol

***

No. 5
Below is the ion C5H15N2S with charge +2 in a non-equilibrium geometry, with properties calculated with ωB97M-V/def2-TZVPD.

The geometry in XYZ format:
```
23
Properties=species:S:1:pos:R:3:forces:R:3
N 0.8054 0.0283 1.1104 -0.991 -2.837 5.771
C 0.2453 0.7228 -0.1134 0.453 1.224 -0.769
C -0.9994 -0.0161 -0.5577 -1.078 -1.952 3.445
C -2.2287 0.5278 0.4309 -0.097 -3.555 -2.423
S -2.4068 -0.6193 1.8581 -0.513 0.907 -0.905
C 1.3416 0.7563 -1.2213 0.681 -0.032 -0.512
N 2.2027 -0.4553 -1.2803 -0.667 0.946 -0.017
C 3.2781 -0.2824 -2.2933 2.535 -0.315 0.054
H 0.1209 -0.8956 1.5854 2.593 2.864 -2.551
H 1.8541 -0.4550 1.0842 -2.730 1.772 -0.693
H 0.6348 0.6002 2.0617 1.454 -0.821 -2.738
H -0.0298 1.8368 0.1384 0.805 -2.144 -0.178
H -0.7935 -1.1504 -0.2862 -0.726 1.982 -1.060
H -1.2392 0.0741 -1.5969 -0.263 0.234 -0.435
H -1.9898 1.4800 0.7064 0.543 2.683 1.488
H -3.2124 0.6762 -0.1179 0.687 -0.746 0.603
H -3.1123 0.1180 2.7709 0.095 0.029 -0.278
H 0.7938 0.8414 -2.2378 0.951 0.770 1.595
H 2.0449 1.6000 -0.9178 -1.016 -0.755 -1.085
H 1.6441 -1.2244 -1.6158 -0.236 -0.303 -0.047
H 3.0342 0.2966 -3.2651 0.059 -0.965 1.676
H 3.6596 -1.3292 -2.5314 -0.703 1.372 -0.037
H 4.2217 0.1788 -1.7898 -1.834 -0.359 -0.904
```
Forces are in eV/Å.

Highest occupied orbital energy (spin up / spin down): -16.3301 / -16.3037 eV
Expectation value of S²: 0.75
2S+1: 2
Gap between HOMO and LUMO (spin up / spin down): 8.37 / 3.12 eV
Charge: +2
Total energy: -19221.5441 eV
Energy relative to the best compared isomer or geometry (same formula, charge and spin): 359.0 kJ/mol

***

No. 6
Below is a structure of composition C5H15N3 in a non-equilibrium geometry, with properties calculated with ωB97M-V/def2-TZVPD.

The geometry in XYZ format:
```
23
Properties=species:S:1:pos:R:3:forces:R:3
N 1.2961 -1.3055 -1.1222 0.513 -3.269 0.588
C 0.2366 -0.3709 -1.1990 -0.862 1.700 0.821
C 0.6969 0.9703 -0.5862 0.558 0.401 0.600
C 1.5240 0.9196 0.7634 -2.380 -2.618 -0.848
N 3.0734 0.4042 0.1237 -1.794 3.276 0.714
C -1.0828 -0.9816 -0.3755 2.141 -4.376 -4.358
N -2.3458 0.1793 -0.2366 2.386 0.267 -0.387
C -3.2207 -0.0115 0.8746 -0.344 -1.640 1.453
H 1.4111 -1.6806 -0.1410 -0.188 0.735 -1.334
H 2.2642 -1.0703 -1.3948 -1.308 0.692 0.143
H -0.1385 -0.1468 -2.2449 0.569 -0.454 1.004
H -0.1348 1.6217 -0.4799 -1.129 0.589 0.373
H 1.3088 1.5279 -1.3164 0.162 -0.531 0.159
H 1.2475 1.7620 1.4346 0.748 -0.182 -0.580
H 2.5583 1.5180 0.4368 3.328 -0.538 -1.072
H 3.5558 0.2476 0.9931 0.501 -0.211 0.847
H 1.3645 0.0269 1.4330 -0.367 0.365 -0.451
H -1.5427 -1.6153 -1.1656 0.212 0.222 0.803
H -0.5945 -1.7123 0.3450 -1.224 1.065 0.195
H -1.1913 -0.0348 0.2146 -2.090 3.898 1.593
H -2.5812 -0.2600 1.7415 -0.682 0.240 0.285
H -3.7758 0.9589 1.1094 0.579 -1.354 -0.497
H -3.9290 -0.9467 0.7922 0.673 1.722 -0.049
```
Forces are in eV/Å.

Highest occupied orbital energy (spin up / spin down): 0.9122 / -4.7983 eV
Expectation value of S²: 0.75
2S+1: 2
Gap between HOMO and LUMO (spin up / spin down): 2.94 / 8.55 eV
Charge: -1
Total energy: -9888.0458 eV
Energy relative to the best compared isomer or geometry (same formula, charge and spin): 853.9 kJ/mol

***

No. 7
Below is an isolated molecule of C5H15N3 in a non-equilibrium geometry, with properties calculated with ωB97M-V/def2-TZVPD.

The geometry in XYZ format:
```
23
Properties=species:S:1:pos:R:3:forces:R:3
C -2.5821 0.9403 -0.4200 0.448 0.298 -0.413
N -2.0085 -0.2943 0.0656 1.710 -2.450 -0.372
C -0.2675 -0.5650 -0.1332 -4.620 1.166 0.979
C 0.0186 -1.9862 0.3214 -0.359 0.182 -0.025
N 0.0473 -0.3489 -1.4775 0.500 0.135 -1.376
C 0.0336 0.5227 0.8111 6.049 0.015 0.968
C 1.8019 0.5217 0.9507 -2.663 0.473 0.419
N 2.4245 0.9093 -0.3062 0.706 0.331 0.011
H -2.2238 1.2115 -1.4247 -0.056 0.179 -0.052
H -2.3678 1.7740 0.2585 0.001 -0.141 -0.072
H -3.6758 0.8653 -0.4868 0.245 -0.175 0.096
H -2.3482 -1.0587 -0.5202 -0.225 0.213 0.089
H -0.2627 -2.1271 1.3674 0.000 0.080 -0.137
H -0.5389 -2.7040 -0.2902 0.032 0.178 0.062
H 1.0797 -2.2319 0.2148 -0.042 0.148 -0.014
H 0.9602 -0.7167 -1.7356 -0.277 -0.065 0.131
H 0.0884 0.6408 -1.7139 -0.045 -0.268 0.200
H -0.1254 1.5307 0.4291 -0.386 -0.207 0.001
H -0.3219 0.3668 1.8261 -0.308 0.038 -0.201
H 2.0104 1.2518 1.7394 0.052 -0.058 -0.127
H 2.1961 -0.4331 1.3034 -0.407 -0.097 0.007
H 3.0700 0.1910 -0.6325 -0.224 0.235 0.077
H 2.9919 1.7399 -0.1464 -0.132 -0.212 -0.254
```
Forces are in eV/Å.

Highest occupied orbital energy: -7.9386 eV
Gap between HOMO and LUMO: 8.84 eV
Total energy: -9896.7672 eV
Energy relative to the best compared isomer or geometry (same formula, charge and spin): 230.0 kJ/mol

***

No. 8
Below is a cluster of 3 separate species, C5H15N3 in total in a non-equilibrium geometry, with properties calculated with ωB97M-V/def2-TZVPD.

The geometry in XYZ format:
```
23
Properties=species:S:1:pos:R:3:forces:R:3
C -1.2982 -1.5305 0.1910 0.224 0.191 -0.020
C -0.0174 -0.9232 0.7623 0.372 0.088 -0.264
C 0.9770 -2.0282 1.1102 -0.099 0.152 -0.065
C -0.3185 -0.0783 1.9995 0.092 -0.031 -0.271
H -1.7329 -2.2422 0.8933 -0.024 -0.072 0.070
H -1.0891 -2.0533 -0.7401 -0.039 -0.093 -0.095
H -2.0507 -0.7671 -0.0048 -0.097 0.065 -0.057
H 0.5264 -0.3149 -0.0169 -0.886 -0.640 0.984
H 0.5707 -2.6967 1.8699 -0.041 -0.073 0.079
H 1.2143 -2.6137 0.2251 0.067 -0.100 -0.071
H 1.9019 -1.5981 1.4869 0.132 -0.003 0.047
H 0.5848 0.4156 2.3519 0.066 0.064 0.100
H -1.0679 0.6846 1.7913 -0.074 0.111 0.003
H -0.7053 -0.7016 2.8062 -0.025 -0.068 0.070
N 1.8271 0.3637 -1.2680 0.222 0.341 -0.180
C 1.4691 1.2833 -1.8691 1.155 -0.884 -0.194
N 1.1917 2.2518 -2.7257 -0.477 0.682 -0.344
H 0.3588 2.7631 -2.4478 0.239 -0.011 -0.062
H 1.9734 2.7751 -3.0846 0.031 -0.001 0.043
N -0.8777 1.8646 -0.9769 -0.241 -0.323 0.492
H -0.5724 1.0105 -0.4815 -0.373 0.765 -0.413
H -1.6461 1.6152 -1.5889 -0.112 -0.050 0.166
H -1.2189 2.5205 -0.2832 -0.114 -0.109 -0.020
```
Forces are in eV/Å.

Highest occupied orbital energy: -9.9014 eV
Gap between HOMO and LUMO: 10.64 eV
Total energy: -9898.2006 eV
Energy relative to the best compared isomer or geometry (same formula, charge and spin): 91.7 kJ/mol